Record 1
The following is a DFT calculation (wB97M-V/def2-TZVPD) of a molecular structure, C13H20Cl2F9O5PPt.

The energy above the lowest of the compared OMol25 structures with the same formula, charge and spin comes out at 5.8 kcal per mole. Its gap between HOMO and LUMO is 0.2699 hartree. Its LUMO energy is -3.0 eV. As for the net charge: 0. The highest occupied orbital energy is -0.37991 hartree.

Cartesian coordinates (Å):
Pt1 0.37672 0.24952 -0.42863
Cl1 1.10405 2.38230 -0.47590
C1 -1.29634 0.81124 0.55246
Cl2 -2.66600 -0.20435 0.15141
H1 -1.51480 1.84955 0.34543
H2 -1.02739 0.63746 1.59429
C2 4.34838 -2.45189 -1.21514
C3 3.64986 -1.11802 -1.41786
C4 3.24691 -0.90258 -2.86146
C5 4.47694 0.03381 -0.87747
O1 2.39184 -1.06311 -0.62374
P1 1.60145 -2.29438 0.05489
O2 2.31305 -3.05439 1.07647
O3 0.33697 -1.46363 0.54961
O4 1.12716 -3.08254 -1.22752
C6 0.18559 -4.21575 -1.27760
C7 0.28210 -4.67811 -2.72014
C8 0.62608 -5.30564 -0.31503
C9 -1.21092 -3.70030 -0.95709
H3 5.29214 -2.42144 -1.76089
H4 3.75346 -3.27594 -1.60885
H5 4.55569 -2.63898 -0.16344
H6 4.13906 -0.91321 -3.48872
H7 2.75314 0.06001 -2.97916
H8 2.57102 -1.68962 -3.19674
H9 5.40930 0.10847 -1.43786
H10 4.71235 -0.12628 0.17430
H11 3.93393 0.97398 -0.97911
H12 1.30674 -4.96167 -2.95942
H13 -0.03078 -3.88311 -3.39721
H14 -0.36424 -5.54240 -2.87376
H15 1.63193 -5.65233 -0.55069
H16 -0.06595 -6.14522 -0.39925
H17 0.62081 -4.95794 0.71611
H18 -1.40379 -2.76810 -1.49084
H19 -1.33941 -3.52042 0.10960
H20 -1.95023 -4.43495 -1.27758
F1 -0.37638 3.40232 -3.00435
C10 -1.24381 2.39490 -2.98757
F2 -1.80617 2.34438 -1.77702
F3 -2.21146 2.66811 -3.86716
C11 -0.55936 1.03668 -3.33622
O5 0.22722 0.44171 -2.38404
C12 0.41084 1.27533 -4.54724
F4 1.52185 1.88304 -4.14285
F5 0.76049 0.10845 -5.09617
F6 -0.15577 2.02604 -5.49693
C13 -1.65592 -0.00231 -3.74300
F7 -2.67208 0.04009 -2.87281
F8 -2.14134 0.21421 -4.96741
F9 -1.15431 -1.23779 -3.70921

Atomic forces in eV per Å
0.0 0.1 -0.3
0.0 0.1 0.0
-0.1 -0.1 0.0
0.1 0.1 0.1
0.0 0.0 0.0
0.0 0.0 0.0
0.0 0.0 0.0
0.0 0.0 0.1
0.0 0.0 0.0
0.0 0.0 0.0
0.0 -0.2 0.0
0.0 -0.2 0.0
-0.1 0.1 0.0
0.0 0.1 0.0
0.0 0.0 0.1
0.1 0.1 0.0
0.0 0.0 0.0
-0.1 0.0 0.0
0.0 0.0 0.0
0.0 0.0 0.0
0.0 0.0 0.0
0.0 0.0 0.0
0.0 0.0 0.0
0.0 0.0 0.0
0.0 0.0 0.0
0.0 0.0 0.0
0.0 0.0 0.0
0.0 0.0 0.0
0.0 0.0 0.0
0.0 0.0 0.0
0.0 0.0 0.0
0.0 0.0 0.0
0.0 0.0 0.0
0.0 0.0 0.0
0.0 0.0 0.0
0.0 0.0 0.0
0.0 0.0 0.0
0.0 0.0 0.0
0.0 0.0 0.1
0.0 0.0 -0.1
0.0 0.0 0.0
-0.1 -0.1 -0.1
0.3 0.1 0.5
-0.1 0.0 0.0
0.0 0.0 0.0
0.0 0.0 0.0
0.0 0.0 0.1
-0.1 0.0 0.0
0.0 0.0 -0.1
0.0 0.0 0.0
0.0 0.0 0.0

***

Record 2
The following is a DFT calculation (wB97M-V/def2-TZVPD) of a molecular structure, C33H62AsBIrN4O5Se2Si3.

The energy above the lowest of the compared OMol25 structures with the same formula, charge and spin comes out at 0.0 kcal per mole. Its gap between HOMO and LUMO is 0.2888 hartree. Its LUMO energy is -2.9 eV. As for the net charge: +1. The highest occupied orbital energy is -0.39620 hartree.

Cartesian coordinates (Å):
Ir1 -0.08185 -0.11645 -0.09669
Se1 0.37996 -3.38029 1.54844
Se2 2.32375 -2.13845 1.89694
C1 2.78617 -0.56788 0.88853
C2 4.15726 -0.35073 0.86854
C3 4.64571 0.86399 0.42986
C4 3.75371 1.82854 0.00110
C5 2.40829 1.52756 -0.00885
N1 1.91730 0.35097 0.41727
C6 -0.76626 -2.15165 2.46054
C7 -1.22259 -2.49937 3.72331
C8 -2.00944 -1.60279 4.42760
C9 -2.31250 -0.39159 3.83666
C10 -1.85760 -0.14574 2.55173
N2 -1.09501 -0.99838 1.86115
H1 4.82491 -1.12238 1.22745
H2 5.71057 1.05612 0.43652
H3 4.09014 2.80268 -0.32526
H4 1.67622 2.23779 -0.36138
H5 -0.93608 -3.45212 4.14503
H6 -2.36894 -1.84777 5.41840
H7 -2.90490 0.35430 4.34910
H8 -2.11389 0.77017 2.03503
C11 -5.05898 -0.50288 1.69388
Si1 -4.43089 -1.58495 0.30158
C12 -5.91896 -1.91133 -0.78220
C13 -3.76150 -3.20356 0.97151
As1 -2.72779 -0.49453 -0.95230
Si2 -2.98717 -1.54945 -3.09397
C14 -2.97956 -3.40416 -2.87066
C15 -1.65260 -0.92917 -4.23658
C16 -4.60675 -1.07921 -3.91222
Si3 -3.73622 1.65399 -1.19362
C17 -3.45640 2.61841 0.38476
C18 -2.83878 2.47447 -2.59857
C19 -5.57631 1.62811 -1.53150
H9 -5.88318 -1.01366 2.19906
H10 -5.44016 0.44601 1.31284
H11 -4.29956 -0.28087 2.43678
H12 -6.80791 -2.02280 -0.15646
H13 -5.80058 -2.82578 -1.36722
H14 -6.10451 -1.09276 -1.47656
H15 -4.12349 -3.39324 1.98518
H16 -2.67102 -3.20460 0.99256
H17 -4.07565 -4.04107 0.34591
H18 -1.97183 -3.79501 -2.98683
H19 -3.63596 -3.88633 -3.59917
H20 -3.31365 -3.68604 -1.87000
H21 -0.74698 -0.67857 -3.69168
H22 -1.99479 -0.04561 -4.78108
H23 -1.39513 -1.69764 -4.97032
H24 -5.46001 -1.60228 -3.48172
H25 -4.54645 -1.35783 -4.96801
H26 -4.80692 -0.00803 -3.86499
H27 -2.39348 2.65201 0.62060
H28 -3.98168 2.17562 1.23421
H29 -3.81910 3.64390 0.26829
H30 -1.77025 2.49369 -2.39402
H31 -3.18342 3.49978 -2.75950
H32 -2.98579 1.91671 -3.52745
H33 -6.13904 1.16954 -0.71644
H34 -5.82654 1.08796 -2.44428
H35 -5.93343 2.65525 -1.64505
C20 1.87638 -3.28399 -1.92743
O1 1.55553 -2.13215 -1.14459
C21 0.24346 -1.78134 -1.11518
O2 -0.57420 -2.46619 -1.69282
H36 2.96151 -3.31680 -1.97809
H37 1.44461 -3.19406 -2.92275
H38 1.49204 -4.18734 -1.45030
C22 -0.40288 4.37532 -0.04286
N3 0.05772 4.06853 1.30374
C23 0.44191 5.21495 2.11705
C24 0.36238 4.86210 3.58485
C25 1.16414 3.60194 3.81838
N4 0.69798 2.53633 2.93930
C26 0.99983 1.18793 3.38274
C27 0.13212 2.78026 1.72820
O3 -0.33656 1.87057 1.00779
H39 0.29413 5.07913 -0.50298
H40 -1.39620 4.82961 -0.02218
H41 -0.44111 3.47052 -0.64153
H42 -0.24546 6.02903 1.88269
H43 1.45222 5.54648 1.85292
H44 -0.68111 4.69089 3.85886
H45 0.75081 5.67445 4.19712
H46 1.04480 3.25567 4.84586
H47 2.23108 3.78884 3.64884
H48 0.74311 0.47620 2.61047
H49 0.44204 0.94394 4.29000
H50 2.06837 1.09955 3.59637
C28 0.07169 2.62070 -4.55535
C29 1.11164 2.26908 -3.50043
C30 2.00460 3.47798 -3.27143
O4 0.40322 1.99284 -2.26381
B1 0.53424 0.65425 -1.91367
O5 1.33496 0.00444 -2.83095
C31 1.88257 0.92701 -3.79645
C32 1.66246 0.35710 -5.18932
C33 3.38275 0.99254 -3.53870
H51 -0.46683 3.51689 -4.24548
H52 -0.65184 1.81748 -4.67755
H53 0.54702 2.82011 -5.51623
H54 1.38438 4.33075 -2.99229
H55 2.54301 3.73337 -4.18507
H56 2.73134 3.30474 -2.47844
H57 0.60972 0.20748 -5.41432
H58 2.16104 -0.61079 -5.25003
H59 2.09852 1.01145 -5.94578
H60 3.60048 1.31451 -2.52350
H61 3.87897 1.66044 -4.24361
H62 3.79591 -0.00917 -3.66154

Atomic forces in eV per Å
-1.6 0.0 -1.2
0.3 0.5 -0.3
0.4 -0.3 0.7
-0.7 0.2 -0.5
0.0 0.0 0.2
0.2 0.0 0.1
-0.1 0.1 0.2
0.1 0.1 0.3
0.2 -1.1 -0.2
-0.3 0.1 0.1
0.0 -0.1 0.0
0.0 0.0 0.0
0.0 0.0 0.0
0.0 0.0 -0.1
0.6 0.0 0.5
0.0 0.0 0.0
0.0 0.0 0.0
0.0 0.0 0.0
0.0 0.0 -0.1
0.0 0.0 0.0
0.0 0.0 0.0
0.0 0.0 0.0
0.1 0.0 0.0
0.1 0.2 0.0
-0.1 -0.2 0.2
0.1 0.0 -0.2
0.1 -0.1 0.0
0.8 0.6 0.1
0.1 -0.2 -0.1
0.0 -0.1 0.1
0.1 0.1 0.1
-0.2 0.1 0.2
0.0 0.1 0.0
0.0 0.0 0.1
0.0 0.0 -0.1
-0.1 -0.2 0.0
0.0 0.0 0.0
-0.1 0.0 0.0
-0.1 0.0 0.0
0.0 0.0 0.0
0.0 0.0 0.0
-0.1 0.0 0.1
0.0 0.0 0.0
0.0 0.0 0.0
0.0 0.0 0.0
0.0 0.0 0.0
0.0 0.1 0.0
0.0 0.0 0.0
0.1 0.0 -0.1
0.0 0.0 0.0
0.0 0.0 0.0
0.0 0.0 0.0
0.1 0.0 0.0
0.0 0.0 -0.1
0.0 0.0 0.0
0.0 0.0 0.0
0.0 0.0 0.0
0.0 0.0 0.0
0.0 0.0 0.0
0.0 0.0 0.0
0.0 0.1 0.0
0.0 0.0 0.0
0.0 0.0 0.0
-0.1 0.1 0.0
0.0 -0.1 0.0
0.4 0.1 0.3
0.0 -0.1 0.0
0.0 0.0 0.0
0.0 0.0 0.0
0.0 0.0 0.0
-0.1 -0.1 0.0
0.0 0.0 0.0
0.0 0.0 0.0
0.0 0.0 0.0
0.0 0.0 0.0
0.0 0.0 0.0
0.0 0.0 0.0
-0.1 0.1 0.0
0.0 0.0 0.1
0.0 0.0 0.0
0.0 0.0 0.0
0.0 0.0 0.0
0.0 0.0 0.0
0.0 0.0 0.0
0.0 0.0 0.1
0.0 0.0 0.0
0.0 0.0 0.0
0.0 0.0 0.0
0.0 0.0 0.0
0.0 0.0 0.0
0.0 0.0 0.0
0.0 0.0 0.0
-0.1 0.0 -0.1
0.0 0.0 0.1
0.1 0.0 0.0
0.2 0.2 0.2
-0.1 0.0 0.0
0.0 0.0 0.0
0.0 0.0 0.0
0.0 -0.1 0.0
0.0 0.0 0.0
0.0 0.0 0.0
0.0 0.0 0.0
0.0 0.0 0.0
0.0 0.0 0.0
0.0 0.0 0.0
0.0 0.0 0.0
0.0 0.0 0.0
0.0 0.0 0.0
0.0 0.0 0.0
0.0 0.0 0.0
0.0 0.0 0.0

***

Record 3
The following is a DFT calculation (wB97M-V/def2-TZVPD) of a molecular structure, C30H24N5OsS3.

Its gap between HOMO and LUMO (alpha / beta) is 0.2001 / 0.1994 hartree. Its LUMO energy (alpha / beta) is -4.0 / -4.0 eV. As for the net charge: +1. The highest occupied orbital energy (alpha / beta) is -0.34639 / -0.34641 hartree.

Cartesian coordinates (Å):
Os1 -0.35199 0.25529 0.71671
C1 0.10131 3.79458 -1.85011
C2 -0.28093 2.95415 -0.79021
N1 0.17748 1.72859 -0.67057
C3 1.07796 1.24838 -1.58836
C4 1.47797 2.01291 -2.69432
C5 0.96049 3.32472 -2.80057
C6 2.36080 1.43620 -3.63864
C7 2.79254 0.15284 -3.46250
C8 2.40730 -0.61079 -2.34052
C9 1.58441 -0.07234 -1.38033
N2 1.15293 -0.65594 -0.19452
C10 1.74630 -1.68359 0.51387
C11 2.99269 -2.24896 0.34676
C12 3.40537 -3.32174 1.15791
C13 2.58809 -3.85561 2.11694
C14 1.31192 -3.29243 2.33202
C15 0.39461 -3.76912 3.29904
C16 -0.81479 -3.15935 3.44673
C17 -1.12017 -2.03492 2.65823
N3 -0.28346 -1.55549 1.76270
C18 0.91973 -2.18885 1.56009
H1 -0.29736 4.79818 -1.89695
H2 -0.98171 3.27471 -0.03283
H3 1.26065 3.94493 -3.63607
H4 2.67327 2.01920 -4.49485
H5 3.45042 -0.29774 -4.19370
H6 2.75323 -1.62989 -2.25499
H7 3.67751 -1.86373 -0.39338
H8 4.39476 -3.73184 1.00531
H9 2.90910 -4.69300 2.72193
H10 0.66496 -4.62137 3.91010
H11 -1.53944 -3.50576 4.16909
H12 -2.05372 -1.50443 2.77447
S1 0.83549 1.09944 2.47573
C19 -0.32627 0.98556 3.74269
C20 0.09036 1.02534 5.09061
C21 -0.83340 1.03491 6.10171
C22 -2.20959 1.02166 5.80759
C23 -2.63492 1.00111 4.50646
C24 -1.70376 0.97599 3.44569
S2 -2.22009 1.06454 1.80331
H13 1.14975 1.04307 5.31222
H14 -0.50402 1.05627 7.13202
H15 -2.93159 1.03463 6.61313
H16 -3.69267 0.99937 4.27355
C25 -5.80702 -0.31985 -3.88952
C26 -4.89060 0.39022 -2.95206
C27 -5.04288 1.67737 -2.52596
C28 -4.09189 2.19242 -1.62492
N4 -3.06112 1.48429 -1.19029
C29 -2.92053 0.21736 -1.59109
S3 -1.68525 -0.81446 -1.07842
N5 -3.83408 -0.30386 -2.47143
C30 -4.20776 3.58189 -1.08995
H17 -6.56401 0.35966 -4.27018
H18 -6.30647 -1.14188 -3.37343
H19 -5.25208 -0.73454 -4.73197
H20 -5.86993 2.27664 -2.87385
H21 -3.69792 -1.26699 -2.75095
H22 -5.03209 4.13091 -1.53762
H23 -3.27488 4.11800 -1.26509
H24 -4.35265 3.52729 -0.00920

Atomic forces in eV per Å
-0.1 0.3 0.2
0.0 0.0 0.0
0.1 0.0 0.0
0.0 0.0 0.1
0.0 -0.1 0.0
0.0 0.0 0.0
0.0 0.0 0.0
0.0 0.0 0.0
0.0 0.0 0.0
0.0 0.0 0.0
0.0 0.0 0.0
0.0 0.1 0.2
0.0 -0.1 -0.1
0.0 0.0 0.0
0.0 0.0 0.0
0.0 0.0 0.0
0.0 0.0 0.0
0.0 0.0 0.0
0.0 0.0 0.0
0.0 0.0 0.0
-0.1 -0.2 0.0
-0.1 0.0 0.0
0.0 0.0 0.0
0.0 0.0 0.0
0.0 0.0 0.0
0.0 0.0 0.0
0.0 0.0 0.0
0.0 0.0 0.0
0.0 0.0 0.0
0.0 0.0 0.0
0.0 0.0 0.0
0.0 0.0 0.0
0.0 0.0 0.0
0.0 0.0 0.0
0.1 0.1 -0.3
0.0 0.0 0.3
0.0 0.0 -0.1
-0.1 0.0 0.0
0.1 0.0 0.1
0.0 0.0 -0.1
0.0 0.0 0.2
0.1 -0.2 -0.3
0.0 0.0 0.0
0.0 0.0 0.0
0.0 0.0 0.0
0.0 0.0 0.0
0.0 0.0 0.0
0.0 0.0 0.0
0.0 0.0 0.0
0.0 0.0 0.0
0.0 0.0 0.0
0.0 0.1 0.0
-0.1 -0.1 -0.1
0.0 0.0 0.0
0.0 0.0 0.0
0.0 0.0 0.0
0.0 0.0 0.0
0.0 0.0 0.0
0.0 0.0 0.0
0.0 0.0 0.0
0.0 0.0 0.0
0.0 0.0 0.0
0.0 0.0 0.0

***

Record 4
The following is a DFT calculation (wB97M-V/def2-TZVPD) of 2 unconnected molecules or ions with the total composition C5H14OS.

The energy above the lowest of the compared OMol25 structures with the same formula, charge and spin comes out at 48.4 kcal per mole. Its gap between HOMO and LUMO (alpha / beta) is 0.3731 / 0.2093 hartree. Its LUMO energy (alpha / beta) is -3.8 / -8.2 eV. As for the net charge: +1. As for the spin multiplicity: 2. The highest occupied orbital energy (alpha / beta) is -0.51224 / -0.51223 hartree.

Cartesian coordinates (Å):
C1 2.93349 0.82984 -0.24576
C2 1.79385 0.46050 0.70044
C3 0.51552 1.35137 0.35998
C4 0.09362 1.31830 -1.15005
S1 -0.36770 -0.44785 -1.40448
C5 -2.29910 -0.25091 -1.34012
H1 3.87338 1.34738 0.12930
H2 2.55394 1.35545 -1.19785
H3 3.33796 -0.12066 -0.61750
H4 1.48206 -0.63179 0.56779
H5 2.22665 0.36985 1.70617
H6 -0.39698 1.23042 0.99828
H7 0.75978 2.41267 0.38610
H8 0.88338 1.78475 -1.67320
H9 -0.90464 1.91122 -1.29484
H10 -2.62749 -1.01911 -0.57622
H11 -2.47988 0.82783 -1.14139
H12 -2.81307 -0.41806 -2.23412
H13 -1.37750 -3.20818 3.41669
H14 -1.55507 -1.55238 3.52736
O1 -1.91295 -2.42229 3.81603

Atomic forces in eV per Å
1.0 -0.2 -1.9
-1.0 -0.9 -0.6
0.1 0.1 1.0
-3.2 -0.3 1.4
-1.7 1.3 -0.7
1.8 0.2 2.3
-1.7 -0.2 0.0
1.0 -0.6 1.6
0.1 0.2 -0.1
0.4 1.3 -0.3
-0.9 1.0 0.2
1.0 -0.2 -0.3
0.2 0.2 0.6
0.7 -0.4 -1.4
2.1 -0.9 0.2
0.3 1.2 -0.7
0.1 -1.0 0.6
-0.1 -0.8 -1.9
-1.2 2.6 1.0
0.0 -1.3 0.2
1.2 -1.3 -1.1

***

| no. | DFT total energy (eV) |
| --- | --- |
| 1 | -86083.6316 |
| 2 | -270107.9220 |
| 3 | -73922.0830 |
| 4 | -18284.5262 |